{"formula": "C21H56O21S7", "method": "ωB97M-V/def2-TZVPD", "molar_mass_g_mol": 869.13, "energy_ha": -5200.7755, "e_above_lowest_ev": 6.415, "homo_lumo_gap_ha": 0.41402, "smiles": "CCOS(C)(=O)=O.CCOS(C)(=O)=O.CCOS(C)(=O)=O.CCOS(C)(=O)=O.CCOS(C)(=O)=O.CCOS(C)(=O)=O.CCOS(C)(=O)=O", "species": ["H", "H", "O", "O", "H", "H", "O", "H", "H", "C", "C", "H", "H", "H", "O", "S", "H", "H", "C", "O", "H", "C", "H", "H", "S", "H", "C", "H", "C", "H", "C", "C", "H", "C", "O", "O", "H", "H", "H", "H", "H", "O", "C", "S", "H", "H", "O", "H", "H", "H", "C", "O", "H", "C", "C", "C", "O", "H", "C", "O", "S", "H", "H", "H", "H", "C", "H", "S", "O", "H", "H", "H", "H", "H", "O", "H", "C", "C", "H", "H", "S", "H", "H", "H", "H", "H", "C", "H", "C", "O", "O", "H", "C", "O", "O", "H", "H", "H", "O", "H", "H", "O", "O", "S", "H"], "positions_angstrom": [[7.91044, 4.97225, 19.29789], [3.69164, 8.10905, 7.15887], [7.51208, 2.24028, 29.98610], [-5.65240, -1.26785, 21.94369], [-6.16276, -0.51428, 19.11185], [-1.39159, -5.20245, 26.60961], [-3.83619, -2.66472, 20.78855], [6.98222, 5.64758, 17.88137], [10.94047, 7.81937, 14.47835], [7.92666, 7.10726, 6.11889], [2.50892, -3.93136, 23.70388], [11.16184, 0.62836, 27.81320], [3.84683, 5.27199, 24.46715], [6.57641, 2.99757, 19.38489], [3.24261, 2.76166, 16.91978], [5.56752, 6.86076, 7.55813], [4.51629, 7.76796, 5.57329], [6.14232, 5.54713, 19.41693], [-7.61286, -3.13744, 20.67916], [5.25282, 3.86986, 17.96715], [11.43851, 5.26971, 12.88616], [9.46926, 0.53978, 30.73852], [9.82773, 2.23613, 26.01310], [1.26683, -3.97173, 26.95932], [-5.16045, -2.03457, 20.81909], [9.99265, 7.02294, 5.69998], [14.12288, 6.46726, 15.75221], [2.10356, -2.98896, 24.07220], [9.82483, 1.14632, 26.03335], [9.68390, -0.26992, 27.67684], [10.69741, 7.05627, 13.73897], [0.61663, -4.48231, 26.24894], [-0.23877, -6.20215, 27.20842], [6.93798, 5.09867, 18.82203], [5.09961, 6.97350, 25.81681], [3.15635, -6.45677, 24.33615], [1.83615, -4.50617, 23.06744], [5.10316, 9.09103, 6.59386], [-7.87469, -2.48492, 21.51209], [2.06864, 5.15369, 22.71126], [8.85144, 0.79260, 25.69349], [7.10696, 7.46535, 7.34268], [10.11988, 0.71419, 27.50493], [4.70332, 2.54128, 17.11038], [9.77238, 7.58256, 7.33835], [4.88011, 3.80892, 15.14736], [11.73525, 5.39739, 14.96598], [14.52852, 6.64236, 16.74865], [12.68839, 6.37805, 13.21448], [0.12877, -3.66519, 25.71750], [5.52859, 3.01265, 15.51278], [13.68972, 3.98343, 14.57898], [10.16781, 1.36104, 30.89875], [-0.41355, -5.13327, 27.08575], [11.76579, 5.98452, 13.64116], [9.31955, 7.58558, 6.34687], [7.57713, 0.02268, 28.86700], [10.07632, -0.22456, 30.25337], [-5.22249, -1.02583, 19.31758], [-6.28178, -3.18524, 20.33056], [3.87729, 7.78975, 25.70722], [-4.48143, -0.22890, 19.37946], [2.96662, 6.61489, 27.63908], [-4.77421, -1.52648, 18.45939], [7.37366, 7.25742, 5.19168], [1.76389, 5.13965, 23.75769], [1.91098, 8.01076, 27.04133], [8.30195, 1.10819, 29.47054], [5.19457, 6.97391, 9.00261], [6.43650, 3.55392, 15.77890], [9.74206, 6.57950, 13.95824], [3.41459, -3.56343, 23.22167], [5.66077, 2.04279, 15.03320], [10.61768, 0.65162, 25.47231], [12.87435, 4.31766, 16.96196], [-9.54138, -2.95523, 19.48611], [-8.47697, -2.74650, 19.37855], [4.62878, 8.10971, 6.60220], [-8.12680, -3.28399, 18.49732], [1.50159, 4.10535, 23.98021], [2.80415, -5.24236, 25.05154], [10.49127, 7.64284, 12.84369], [14.74588, 6.76090, 14.90738], [13.40617, 7.28771, 15.78793], [-0.59823, -4.60555, 28.02144], [9.03981, 0.16784, 31.66876], [2.84212, 5.59501, 24.73974], [-8.32784, -1.72318, 19.03407], [6.52851, 3.64493, 18.50927], [3.92453, 9.19531, 25.28181], [5.28659, 1.34049, 17.58542], [9.39603, 8.61230, 5.98890], [2.89963, 7.66023, 27.33765], [1.27173, -5.45567, 25.53493], [9.33997, 1.63683, 28.25552], [0.81771, 5.67010, 23.86477], [-7.77243, -4.17833, 20.96055], [3.42359, 8.26857, 28.07487], [5.45874, 5.56322, 6.94781], [2.63189, 5.13898, 25.70718], [8.00782, 6.02163, 6.06494], [2.81101, 7.03608, 24.66397], [3.64964, -4.66701, 26.08675], [13.13110, 4.83800, 15.58865], [7.29684, 3.27287, 17.83154]]}

=====

{"formula": "C21H56O21S7", "method": "ωB97M-V/def2-TZVPD", "molar_mass_g_mol": 869.13, "energy_ha": -5200.8253, "e_above_lowest_ev": 5.060, "homo_lumo_gap_ha": 0.40273, "smiles": "CCOS(C)(=O)=O.CCOS(C)(=O)=O.CCOS(C)(=O)=O.CCOS(C)(=O)=O.CCOS(C)(=O)=O.CCOS(C)(=O)=O.CCOS(C)(=O)=O", "species": ["H", "H", "H", "H", "H", "H", "H", "S", "H", "H", "O", "H", "C", "C", "H", "C", "H", "S", "O", "H", "H", "H", "H", "C", "H", "C", "O", "O", "H", "C", "O", "H", "H", "O", "O", "O", "S", "S", "O", "S", "C", "C", "H", "H", "H", "H", "C", "H", "H", "H", "H", "H", "O", "C", "H", "H", "O", "O", "H", "H", "C", "H", "H", "C", "H", "H", "C", "H", "H", "C", "S", "C", "H", "H", "C", "O", "H", "H", "H", "O", "O", "O", "C", "O", "C", "H", "C", "O", "H", "S", "H", "C", "O", "H", "H", "H", "H", "H", "O", "H", "O", "C", "H", "H", "H"], "positions_angstrom": [[-11.53128, 29.62767, -10.21889], [-9.76515, 30.08876, -13.44807], [-13.69442, 22.46481, -13.80398], [-15.52077, 31.81741, -11.37226], [-16.16977, 31.46396, -13.08427], [-9.59495, 18.62855, -5.86260], [-8.46140, 28.89060, -13.50799], [-9.46633, 28.48212, -10.88009], [-9.47348, 13.54704, -11.26117], [-22.94679, 23.64825, -11.16292], [-13.52045, 18.92899, -5.67236], [-13.31781, 16.54827, -7.78411], [-14.20118, 22.84062, -9.70993], [-3.35589, 23.95705, -14.51360], [-23.98680, 23.98884, -12.53614], [-10.47444, 29.87922, -10.30790], [-23.80990, 20.48192, -12.81149], [-24.92840, 22.21617, -11.07289], [-16.03143, 22.58498, -11.74216], [-9.37328, 12.28817, -12.38613], [-12.36513, 16.39687, -14.26481], [-10.28200, 27.46501, -14.74502], [-17.88791, 29.55069, -13.66543], [-9.54311, 29.02413, -13.52127], [-11.86359, 14.06527, -12.15451], [-10.10897, 12.86303, -11.82363], [-13.85500, 21.55767, -11.93990], [-10.32378, 15.36343, -16.07685], [-4.74646, 22.44471, -13.64410], [-25.21584, 20.60542, -14.51265], [-16.16015, 29.06826, -11.61941], [-16.96298, 33.82092, -11.40451], [-19.28828, 30.27733, -12.88181], [-17.49719, 31.28755, -11.50368], [-10.45156, 14.35238, -13.75999], [-24.21346, 21.23022, -10.28488], [-11.19088, 14.48396, -15.28301], [-15.12518, 21.79768, -10.97168], [-11.69787, 18.40809, -7.37483], [-12.54808, 17.87428, -5.98317], [-9.34821, 18.51000, -6.91766], [-18.60206, 29.43102, -12.85070], [-13.29592, 15.60975, -15.61970], [-5.69883, 20.31066, -17.85525], [-11.20236, 22.85979, -13.47323], [-10.22420, 30.67516, -11.00928], [-16.32179, 31.91726, -12.10472], [-3.82488, 24.86313, -14.12997], [-9.39207, 28.78815, -15.59974], [-11.05756, 28.94329, -15.11477], [-10.40506, 17.94439, -8.71154], [-11.57735, 21.25800, -12.95785], [-10.12173, 28.30741, -12.41982], [-12.70826, 15.46452, -14.71324], [-24.57735, 21.44235, -14.79545], [-19.03922, 28.43265, -12.86636], [-25.58956, 21.48493, -12.41220], [-3.59132, 22.23868, -17.71723], [-12.80290, 15.52239, -6.48156], [-13.72855, 23.68917, -10.20457], [-16.64830, 33.36223, -12.34189], [-11.59600, 12.74761, -13.29094], [-8.94621, 19.43039, -7.34121], [-23.56654, 23.18556, -11.93098], [-6.04668, 21.41049, -16.60765], [-2.88585, 24.11853, -15.48369], [-4.30830, 22.73217, -14.59986], [-22.87593, 22.57355, -12.51117], [-8.49761, 17.82965, -6.87636], [-13.36924, 16.42724, -6.70207], [-17.55374, 29.60890, -11.36773], [-13.32376, 22.59863, -12.78770], [-11.43427, 22.41448, -11.75605], [-5.51997, 19.80601, -16.01010], [-10.46726, 17.79380, -7.63378], [-15.56848, 20.54991, -10.37459], [-24.84322, 19.75985, -15.09081], [-5.22196, 22.97941, -15.14041], [-13.53251, 23.62183, -12.47534], [-2.84348, 19.93651, -16.87042], [-8.05486, 28.88598, -10.99104], [-11.62710, 17.43630, -4.94954], [-5.43873, 20.53104, -16.81994], [-25.84578, 23.13088, -10.43897], [-24.87870, 20.46098, -13.02437], [-2.52732, 23.66378, -13.86896], [-11.82107, 22.30350, -12.76906], [-18.29931, 29.21655, -10.21097], [-14.93057, 23.12568, -8.95175], [-3.66663, 21.18309, -16.71192], [-13.43496, 22.23331, -9.22808], [-11.10960, 13.56995, -12.76629], [-11.57017, 13.17897, -15.69908], [-13.22270, 14.82475, -13.99620], [-14.38481, 16.41606, -6.30633], [-26.23076, 20.87608, -14.80384], [-15.83818, 33.94384, -12.78180], [-17.49555, 33.44313, -13.02285], [-9.90023, 27.36057, -10.06568], [-10.50053, 16.75820, -7.29538], [-3.58687, 21.64219, -15.13146], [-10.09464, 28.53711, -14.80509], [-10.57775, 12.13077, -11.16624], [-10.04251, 30.10415, -9.33273], [-25.20968, 19.46445, -12.73200]]}